{"formula": "C14H28F6MnN3O10S2", "method": "the ωB97M-V functional and the def2-TZVPD basis", "species": ["Mn", "C", "F", "F", "F", "S", "O", "O", "O", "C", "F", "F", "F", "S", "O", "O", "O", "C", "C", "C", "O", "H", "H", "H", "H", "H", "H", "H", "C", "O", "N", "C", "C", "H", "H", "H", "H", "H", "H", "H", "C", "O", "N", "C", "C", "H", "H", "H", "H", "H", "H", "H", "C", "O", "N", "C", "C", "H", "H", "H", "H", "H", "H", "H"], "coordinates": [[0.378, -0.430, -0.098], [1.338, 1.564, 3.840], [1.398, 1.667, 5.168], [0.162, 2.071, 3.412], [2.333, 2.306, 3.355], [1.457, -0.234, 3.307], [2.874, -0.565, 3.410], [0.622, -0.925, 4.269], [0.965, -0.266, 1.932], [2.586, -4.606, -0.866], [3.677, -5.277, -0.489], [2.431, -4.705, -2.174], [1.554, -5.184, -0.248], [2.827, -2.774, -0.386], [3.637, -2.743, 0.815], [3.466, -2.200, -1.555], [1.450, -2.308, -0.185], [-1.837, 0.135, -3.921], [-0.480, 0.368, -3.233], [-0.224, 1.871, -3.082], [-0.284, -0.362, -2.083], [-2.588, 0.679, -3.350], [-2.004, -0.941, -4.007], [-1.768, 0.421, -4.975], [0.283, 0.023, -3.955], [-0.427, 2.335, -4.054], [0.810, 2.087, -2.826], [-0.906, 2.306, -2.345], [-1.741, 1.829, 1.004], [-0.736, 1.405, 0.468], [-2.976, 1.676, 0.498], [-3.167, 0.982, -0.774], [-4.129, 2.239, 1.162], [-1.776, 2.299, 1.999], [-2.244, 0.522, -1.134], [-3.682, 1.669, -1.445], [-3.812, 0.115, -0.590], [-4.924, 1.491, 1.230], [-3.950, 2.549, 2.190], [-4.580, 3.072, 0.618], [3.208, 1.094, -1.060], [2.210, 0.702, -0.495], [3.380, 2.330, -1.546], [4.426, 2.697, -2.497], [2.490, 3.405, -1.130], [4.088, 0.459, -1.233], [4.345, 2.051, -3.375], [5.448, 2.586, -2.134], [4.217, 3.701, -2.851], [2.830, 3.960, -0.253], [2.301, 4.156, -1.899], [1.502, 2.991, -0.932], [-2.334, -2.064, 1.080], [-1.444, -1.476, 0.499], [-2.204, -2.838, 2.162], [-3.365, -3.186, 2.942], [-0.896, -3.121, 2.731], [-3.388, -1.991, 0.767], [-4.320, -2.923, 2.484], [-3.281, -2.623, 3.874], [-3.498, -4.260, 3.092], [-0.934, -2.851, 3.790], [-0.800, -4.211, 2.824], [0.005, -2.750, 2.259]], "fmax_ev_per_a": 2.51, "de_lowest_kcal_mol": 0.0, "homo_lumo_gap_ev": [6.9, 7.1], "multiplicity": 6, "total_charge": -1}



{"formula": "CH2N2O3Si", "method": "the ωB97M-V functional and the def2-TZVPD basis", "species": ["C", "N", "N", "O", "O", "O", "Si", "H", "H"], "coordinates": [[-0.941, 1.859, 0.862], [-1.263, 2.773, 1.463], [-0.493, -1.498, 0.171], [-1.585, -1.923, -0.256], [0.124, -2.128, 0.985], [1.673, 0.388, -0.112], [0.172, 0.065, -0.574], [2.593, 0.328, -0.582], [-0.280, 0.136, -1.955]], "fmax_ev_per_a": 5.28, "de_lowest_kcal_mol": 61.5, "homo_lumo_gap_ev": 10.0, "multiplicity": 1}